{
  "formula": "C11H19ClSi",
  "method": "ωB97M-V/def2-TZVPD",
  "gap_ev": 8.3,
  "max_force_ev_per_a": 4.052,
  "charge": 0,
  "e_above_lowest_kcal_mol": 69.99,
  "e_tot_ha": -1180.073573,
  "homo_energy_ev": -7.69,
  "elements": ["C", "C", "C", "C", "C", "C", "C", "C", "C", "C", "C", "Si", "Cl", "H", "H", "H", "H", "H", "H", "H", "H", "H", "H", "H", "H", "H", "H", "H", "H", "H", "H", "H"],
  "xyz": [[-0.99980, -1.13371, -0.05389], [0.27214, -1.81431, 0.04779], [-1.05524, 0.14017, 0.39320], [1.27366, -1.16353, 0.62199], [0.15241, 0.85898, 0.82542], [-2.23232, -1.96723, -0.34780], [0.39837, -3.28452, -0.32657], [-2.42046, 0.82459, 0.71966], [0.25544, 1.51164, 2.19693], [0.88908, 0.55720, -2.11156], [3.10567, 1.76692, 0.13799], [1.30458, 1.51692, -0.54715], [2.88082, -1.56869, 0.70135], [-3.10857, -1.37016, -0.37691], [-2.36367, -2.85692, 0.23291], [-2.27587, -2.28888, -1.41421], [1.50516, -3.65718, -0.15446], [0.04098, -3.47288, -1.31346], [-0.30890, -3.92966, 0.31917], [-3.11854, 0.79368, -0.09686], [-2.17301, 1.83213, 1.14292], [-2.94987, 0.31310, 1.57956], [1.18657, 1.75845, 2.64152], [-0.47376, 1.01338, 2.97083], [-0.08266, 2.49956, 1.97163], [1.83783, 0.68942, -2.69726], [0.79036, -0.44642, -1.75952], [-0.16875, 0.78855, -2.57969], [3.34148, 2.89998, 0.12139], [3.26883, 1.43618, 1.18690], [3.75866, 1.22118, -0.55064], [0.75810, 2.87629, -0.83200]],
  "atomic_forces_ev_per_a": [[-0.692, -0.424, 0.666], [0.446, -1.551, 0.054], [-1.283, 0.685, 0.869], [-2.211, 3.226, 0.589], [2.709, -2.996, -0.321], [0.558, 0.590, -2.210], [0.879, -1.060, 1.988], [1.211, -0.225, 1.896], [-2.904, -1.336, 0.265], [-0.385, 0.860, -0.305], [-0.554, 1.310, -0.221], [-0.897, 0.517, 0.916], [1.161, -0.266, 0.060], [-0.918, 0.581, 0.794], [0.035, -0.297, 0.618], [0.645, -0.189, 0.458], [-2.395, 0.660, -0.560], [0.142, -0.116, -0.983], [1.215, 0.985, -0.667], [-0.096, 0.525, -0.442], [-0.698, -0.566, -0.914], [0.674, 0.213, -0.843], [1.261, -0.719, 0.079], [1.524, 1.013, -1.343], [-0.924, 1.062, 0.196], [-1.333, -0.306, -0.392], [0.324, -0.808, -0.264], [2.565, 0.114, 0.616], [-0.292, -1.850, -0.217], [-0.251, -0.071, -0.826], [0.304, 0.226, 0.335], [0.180, 0.212, 0.109]],
  "nbo_charge": [-0.015, -0.178, -0.055, -0.062, -0.252, -0.644, -0.639, -0.643, -0.676, -1.118, -1.095, 1.403, 0.045, 0.220, 0.223, 0.218, 0.230, 0.219, 0.218, 0.226, 0.218, 0.219, 0.242, 0.214, 0.225, 0.240, 0.243, 0.261, 0.244, 0.249, 0.240, -0.217]
}

=====

{
  "formula": "C11H30NiO2P2",
  "method": "ωB97M-V/def2-TZVPD",
  "multiplicity": 3,
  "s2": 2.01,
  "gap_ev": [5.7, 7.3],
  "max_force_ev_per_a": 9.949,
  "charge": 0,
  "e_above_lowest_kcal_mol": 87.74,
  "e_tot_ha": -2778.295170,
  "homo_energy_ev": [-4.93, -6.64],
  "elements": ["Ni", "H", "H", "P", "P", "C", "H", "H", "H", "C", "H", "H", "H", "C", "H", "H", "H", "C", "H", "H", "H", "C", "H", "H", "H", "C", "H", "H", "H", "C", "O", "H", "C", "C", "C", "C", "O", "H", "H", "H", "H", "H", "H", "H", "H", "H"],
  "xyz": [[0.17801, 0.81639, -0.32667], [0.50936, -0.56823, -0.51174], [-0.35792, -0.45022, -0.68068], [2.52425, 0.83422, -0.14206], [-1.98597, 1.45917, -0.99402], [-3.20078, 1.83839, 0.34547], [-4.16962, 2.17811, -0.06193], [-3.35256, 0.93447, 0.95828], [-2.77440, 2.62280, 0.99219], [-2.01073, 3.00701, -1.99736], [-1.37904, 2.85474, -2.88709], [-3.03807, 3.27496, -2.30132], [-1.57153, 3.82067, -1.39794], [-2.93460, 0.28906, -2.06550], [-3.10931, -0.64647, -1.50823], [-3.90397, 0.71611, -2.37929], [-2.32581, 0.05747, -2.95506], [3.30010, 2.35584, -0.83866], [4.40121, 2.31895, -0.76291], [2.99535, 2.44911, -1.89340], [2.91469, 3.22997, -0.28943], [3.24775, 0.76459, 1.55710], [2.93686, -0.17641, 2.04045], [4.35041, 0.82526, 1.53738], [2.84035, 1.60265, 2.14650], [3.44946, -0.50536, -1.01716], [3.15148, -0.49907, -2.07844], [4.54246, -0.36722, -0.93557], [3.16977, -1.47944, -0.58165], [-0.19917, 0.67928, 1.55160], [-0.42300, 0.63216, 2.70115], [0.37109, 2.45871, -0.20213], [-0.66111, -3.26791, -0.24585], [-0.50161, -2.29141, 0.92846], [-1.80559, -2.24969, 1.73956], [0.66712, -2.73352, 1.81916], [-0.21944, -1.00109, 0.40734], [-0.87902, -4.29442, 0.12108], [0.26921, -3.29755, -0.85251], [-1.49450, -2.94294, -0.90578], [-2.05231, -3.25954, 2.13377], [-1.71640, -1.55988, 2.60244], [-2.64564, -1.90236, 1.10059], [1.61060, -2.75458, 1.23242], [0.79925, -2.02404, 2.66381], [0.48332, -3.74873, 2.23363]],
  "atomic_forces_ev_per_a": [[1.120, 8.614, 0.660], [3.641, -1.460, -3.689], [-2.286, -1.063, -4.913], [0.607, 0.109, -0.047], [-0.454, 0.187, -0.295], [0.008, 0.020, -0.060], [0.359, -0.129, 0.194], [0.015, 0.313, -0.213], [-0.165, -0.267, -0.234], [-0.055, -0.086, 0.089], [-0.237, 0.092, 0.294], [0.405, -0.116, 0.075], [-0.136, -0.345, -0.228], [-0.139, 0.159, 0.021], [0.066, 0.311, -0.215], [0.349, -0.225, 0.096], [-0.233, 0.066, 0.339], [0.023, -0.105, 0.083], [-0.414, 0.008, -0.070], [0.128, 0.005, 0.375], [0.104, -0.357, -0.232], [0.029, 0.019, -0.050], [0.140, 0.313, -0.160], [-0.420, -0.029, 0.054], [0.170, -0.292, -0.210], [0.133, 0.105, 0.095], [0.111, -0.027, 0.397], [-0.409, -0.106, -0.057], [0.096, 0.340, -0.184], [-0.542, 1.827, 4.287], [0.627, -0.309, -3.415], [0.021, 0.049, -0.149], [-0.014, -0.229, -0.361], [-0.325, -1.253, 0.494], [-0.261, 0.031, 0.251], [0.241, -0.026, 0.241], [-2.407, -6.618, 7.028], [0.122, 0.585, -0.224], [-0.530, -0.010, 0.324], [0.472, -0.210, 0.366], [0.096, 0.555, -0.256], [-0.041, -0.373, -0.469], [0.447, -0.219, 0.326], [-0.522, -0.022, 0.309], [-0.086, -0.414, -0.445], [0.146, 0.582, -0.217]],
  "nbo_charge": [0.569, 0.139, 0.146, 0.913, 0.909, -0.959, 0.223, 0.236, 0.246, -0.944, 0.241, 0.217, 0.253, -0.954, 0.233, 0.220, 0.243, -0.944, 0.217, 0.242, 0.253, -0.959, 0.237, 0.223, 0.244, -0.953, 0.243, 0.220, 0.233, 0.503, -0.560, -0.417, -0.625, 0.253, -0.632, -0.627, -0.984, 0.209, 0.212, 0.210, 0.210, 0.220, 0.205, 0.205, 0.215, 0.211]
}

=====

{
  "formula": "C16H16N4O4S2",
  "method": "ωB97M-V/def2-TZVPD",
  "smiles": "CCN(c1ccc(C)cc1)S(=O)(=O)c1nnc(NC(=O)c2ccco2)s1",
  "gap_ev": 8.3,
  "max_force_ev_per_a": 1.802,
  "charge": 0,
  "e_above_lowest_kcal_mol": 22.58,
  "e_tot_ha": -1935.626272,
  "homo_energy_ev": -8.47,
  "elements": ["C", "C", "N", "C", "C", "C", "C", "C", "C", "C", "S", "O", "O", "C", "N", "N", "C", "N", "C", "O", "C", "C", "C", "C", "O", "S", "H", "H", "H", "H", "H", "H", "H", "H", "H", "H", "H", "H", "H", "H", "H", "H"],
  "xyz": [[3.32814, 2.64706, 3.06627], [2.68301, 2.67325, 1.68459], [1.50675, 1.82750, 1.62521], [1.61544, 0.42691, 1.64129], [0.83496, -0.34187, 2.50021], [0.88310, -1.72226, 2.43391], [1.71196, -2.37415, 1.52977], [1.77448, -3.87095, 1.48632], [2.49717, -1.59892, 0.68594], [2.44832, -0.21909, 0.73018], [0.08827, 2.51601, 2.16844], [-0.14897, 2.34086, 3.56673], [0.05391, 3.84793, 1.64952], [-1.05642, 1.53984, 1.20726], [-2.06625, 0.87384, 1.63925], [-2.74662, 0.25857, 0.68732], [-2.24925, 0.45771, -0.49489], [-2.77950, -0.06889, -1.63156], [-2.21321, 0.16797, -2.86521], [-1.20991, 0.84039, -2.98619], [-2.92504, -0.45277, -3.97467], [-2.65682, -0.41867, -5.32243], [-3.66734, -1.17999, -5.94202], [-4.47473, -1.62207, -4.93438], [-4.03991, -1.19186, -3.74595], [-0.82796, 1.47537, -0.51972], [4.17621, 3.32619, 3.09688], [2.60081, 2.95084, 3.81550], [3.67115, 1.64137, 3.30237], [2.33487, 3.67912, 1.44361], [3.39357, 2.35290, 0.91933], [0.19975, 0.14206, 3.22338], [0.26615, -2.30109, 3.10539], [0.79620, -4.30396, 1.68219], [2.12833, -4.21760, 0.51836], [2.46163, -4.23791, 2.24934], [3.15074, -2.08046, -0.02740], [3.04983, 0.35930, 0.04638], [-3.61399, -0.63351, -1.54343], [-1.83894, 0.09228, -5.78620], [-3.78073, -1.37254, -6.98850], [-5.35915, -2.22872, -4.94240]],
  "atomic_forces_ev_per_a": [[-0.050, -0.019, -0.234], [0.363, 0.474, 0.263], [-1.020, 0.462, -0.007], [-0.030, -0.816, 0.144], [0.205, -0.054, 0.055], [0.094, -0.040, -0.156], [-0.074, 0.018, 0.030], [0.050, 0.028, 0.069], [-0.016, 0.025, 0.079], [-0.026, 0.214, 0.082], [-0.097, -0.113, -0.171], [-0.023, -0.267, -0.038], [0.117, 0.158, -0.189], [0.324, 0.201, -0.763], [0.685, 0.649, 1.536], [-0.990, -0.780, -0.922], [1.151, 0.855, 0.239], [-0.238, -0.205, -0.280], [-0.341, -0.213, 0.365], [-0.052, -0.068, -0.354], [0.506, 0.198, -1.291], [-0.019, 0.100, 1.014], [-0.418, -0.251, 0.364], [0.074, -0.045, -0.886], [0.024, 0.082, 0.569], [-0.491, -0.266, 0.535], [0.104, 0.045, 0.047], [0.012, 0.042, 0.114], [0.049, -0.057, 0.073], [0.248, -0.051, -0.102], [-0.165, 0.050, -0.011], [-0.041, -0.082, 0.105], [-0.085, -0.066, 0.071], [-0.042, -0.088, -0.011], [0.005, -0.081, -0.050], [0.028, -0.107, 0.015], [0.054, -0.050, -0.080], [0.047, 0.074, -0.104], [0.074, 0.057, 0.001], [0.200, 0.134, -0.036], [-0.086, -0.083, -0.201], [-0.110, -0.064, 0.116]],
  "nbo_charge": [-0.627, -0.218, -0.712, 0.210, -0.272, -0.185, -0.032, -0.625, -0.192, -0.257, 2.320, -0.908, -0.926, -0.324, -0.199, -0.303, 0.206, -0.610, 0.645, -0.576, 0.132, -0.215, -0.315, 0.131, -0.395, 0.484, 0.215, 0.222, 0.211, 0.236, 0.202, 0.249, 0.213, 0.218, 0.214, 0.221, 0.209, 0.215, 0.439, 0.248, 0.239, 0.212]
}